Record 1
Below is 6 unconnected molecules or ions with the total composition C20H34FO13S2 at a distorted geometry, with properties calculated with ωB97M-V with the def2-TZVPD basis set.

Atoms and positions in Å:
F 16.589287 -36.697904 5.472768
C 15.549100 -35.159017 1.443129
C 16.383898 -34.719206 2.641743
C 17.776582 -34.464759 2.247177
O 17.870590 -33.075378 2.176951
C 16.816936 -32.474600 2.659564
O 16.447039 -31.241209 2.596247
O 15.900481 -33.447150 3.009107
H 15.994549 -36.156937 1.420222
H 15.634971 -34.668580 0.522011
H 14.484381 -35.311169 1.691421
H 16.390247 -35.471531 3.531053
H 18.146130 -34.862126 1.279700
H 18.643878 -34.799837 2.699378
C 18.667297 -39.421205 7.088504
C 19.299502 -38.013016 6.779941
C 18.941837 -36.946175 7.885223
O 20.081176 -36.173885 7.894830
C 21.088639 -36.803938 7.350977
O 22.302646 -36.454896 7.321567
O 20.652909 -37.998915 6.825340
H 19.145701 -39.870348 8.028082
H 18.935274 -40.082876 6.291901
H 17.531594 -39.416020 7.017572
H 18.880944 -37.751571 5.869569
H 18.659394 -37.502204 8.835770
H 18.279953 -36.178542 7.646473
C 16.745581 -32.902158 8.347579
C 15.765279 -32.852002 7.089987
C 15.231134 -34.180121 6.617089
O 13.811402 -34.143441 7.083449
C 13.492217 -33.002906 7.555632
O 12.365624 -32.689329 7.930700
O 14.587014 -32.144686 7.468012
H 17.034430 -31.895574 8.735608
H 17.728456 -33.191482 7.895511
H 16.610577 -33.361830 9.148741
H 16.156339 -32.566067 6.126521
H 15.625225 -34.939746 7.289485
H 15.397121 -34.560645 5.598415
C 13.661629 -37.482440 8.316286
C 14.643619 -38.245568 7.529543
C 14.334075 -39.683060 7.811059
S 14.209019 -39.865339 9.522166
O 15.483691 -40.120886 10.078391
O 13.020554 -40.664109 9.818870
C 13.773140 -38.165115 9.772783
H 12.549716 -37.579390 7.946939
H 13.754269 -36.388693 8.387340
H 15.728458 -37.949511 7.833438
H 14.377869 -38.172717 6.498688
H 15.215442 -40.553665 7.524633
H 13.625303 -40.234740 7.164890
H 14.385017 -37.663707 10.540563
H 12.800313 -38.324660 10.394373
C 16.436132 -39.097454 2.953662
C 16.738522 -40.595031 3.422178
C 15.924827 -41.382902 2.399115
S 16.045803 -40.623936 0.810590
O 14.778636 -40.357995 0.268670
O 17.111921 -41.248210 0.099860
C 16.596732 -39.025039 1.471711
H 17.134613 -38.278712 3.554143
H 15.360975 -38.904308 3.097471
H 16.582835 -40.875414 4.519220
H 17.964257 -40.847731 3.326459
H 14.937424 -40.955551 2.534124
H 16.030379 -42.359019 2.626128
H 15.975063 -38.270890 0.860328
H 17.690625 -38.800195 1.253863

Forces on atoms 1 to 2 (eV/Å):
F 0.176 0.142 -0.240
C -0.212 -2.714 2.500

Energy above the lowest of the compared OMol25 structures with the same formula, charge and spin ... 31.86 kJ/mol
Net charge ... -1

What are the Löwdin partial charges on each atom? They are as follows, in elementary charge units: -0.609, -0.003, -0.333, -0.124, 0.098, -0.464, 0.046, 0.052, 0.059, 0.074, 0.101, 0.152, 0.148, 0.113, -0.011, -0.343, -0.091, 0.082, -0.485, 0.073, 0.086, 0.107, 0.045, 0.084, 0.098, 0.154, 0.095, 0.023, -0.268, -0.041, 0.079, -0.573, 0.099, 0.059, 0.095, 0.098, -0.019, 0.141, 0.106, 0.111, -0.192, -0.277, -0.303, 0.598, -0.311, -0.349, -0.225, 0.156, 0.096, 0.148, 0.103, 0.168, 0.110, 0.098, 0.120, -0.252, -0.204, -0.260, 0.620, -0.299, -0.321, -0.275, 0.150, 0.110, 0.116, 0.167, 0.092, 0.071, 0.110, 0.122

***

Record 2
Below is a molecular structure, C20H34N4O2PdTe, with properties calculated with ωB97M-V with the def2-TZVPD basis set.

Atoms and positions in Å:
Pd -0.926019 0.249989 -1.592080
N -3.755824 -3.221524 -3.770663
C -3.199779 -2.052152 -3.221206
O -3.165503 -1.053869 -3.905597
C -2.720578 -2.208608 -1.797754
C -1.222557 -1.874372 -1.622715
H -3.798016 -3.200161 -4.778150
H -3.442707 -4.087896 -3.364581
H -2.972186 -3.248260 -1.505066
H -3.333715 -1.550239 -1.174150
H -0.663846 -2.482514 -2.356402
H -0.926246 -2.257581 -0.633214
C -0.284674 -0.749551 3.473366
C -0.653045 -0.880234 2.009814
N 0.312632 -0.172493 1.206302
C 1.630777 -0.092531 1.488011
N 2.454426 0.454101 0.655140
C 3.822121 0.549404 1.078297
C 4.280048 -0.749492 1.729371
C 3.424582 -0.964272 2.963731
N 2.042458 -0.560948 2.756836
C 1.127207 -1.265292 3.632497
H -0.971748 -1.314076 4.107950
H -0.337167 0.301325 3.762619
H -1.630926 -0.447386 1.801062
H -0.710437 -1.946223 1.738108
H -0.034204 0.010268 0.226383
H 3.979555 1.376725 1.795629
H 4.444229 0.778944 0.206679
H 5.339089 -0.741599 2.006793
H 4.118403 -1.557829 1.011311
H 3.840273 -0.393168 3.806698
H 3.446817 -2.022598 3.263514
H 1.485728 -1.145180 4.663164
H 1.148411 -2.348503 3.416460
C 3.061792 -0.445450 -2.873010
C 2.795549 0.771730 -3.757346
O 1.416188 1.006148 -3.750174
C 0.992231 2.198650 -4.360294
C -0.472322 2.389846 -4.001074
H 3.756647 -0.214674 -2.065353
H 3.455503 -1.289689 -3.444142
H 2.113001 -0.733301 -2.413016
H 3.149806 0.611827 -4.791275
H 3.324803 1.658930 -3.374212
H 1.169011 2.146802 -5.449425
H 1.589191 3.042707 -3.978250
H -1.160874 1.879729 -4.671887
H -0.733439 3.449783 -3.955206
H -0.586315 1.967015 -2.986503
Te -2.566354 2.295459 -0.668380
C -2.822162 2.035901 1.415507
C -1.964836 2.627608 2.353503
C -2.154388 2.464664 3.719054
C -3.204181 1.692867 4.205237
C -4.061657 1.087975 3.291343
C -3.872112 1.258658 1.927385
H -1.132420 3.219070 1.991405
H -1.466352 2.938002 4.413958
H -3.347563 1.560484 5.272227
H -4.884207 0.473263 3.645159
H -4.542119 0.773788 1.226615

Forces on atoms 1 to 2 (eV/Å):
Pd -0.800 0.125 0.375
N 0.015 -0.026 0.033

Energy above the lowest of the compared OMol25 structures with the same formula, charge and spin ... 244.41 kJ/mol
Net charge ... -2

What are the Löwdin partial charges on each atom? They are as follows, in elementary charge units: -0.008, 0.097, -0.564, 0.020, -0.289, -0.320, 0.071, 0.060, 0.070, 0.087, -0.020, -0.033, -0.171, -0.205, 0.067, -0.381, 0.065, -0.285, -0.193, -0.207, -0.054, -0.205, 0.108, 0.103, 0.100, 0.106, 0.029, 0.104, 0.084, 0.096, 0.109, 0.110, 0.105, 0.111, 0.117, -0.068, -0.300, -0.193, -0.302, -0.102, 0.047, 0.056, 0.065, 0.103, 0.107, 0.105, 0.107, 0.071, 0.064, -0.026, 0.540, -0.727, -0.185, -0.149, -0.154, -0.138, -0.199, 0.077, 0.085, 0.074, 0.081, 0.073

***

Record 3
Below is 2 unconnected molecules or ions with the total composition C20H34N4O4 at a distorted geometry, with properties calculated with ωB97M-V with the def2-TZVPD basis set.

Atoms and positions in Å:
C -0.073694 2.669788 2.171178
C -1.037724 1.951939 3.118896
C -0.676016 0.459381 3.307794
C -1.063443 -0.475461 2.159476
O -1.066968 -0.114884 0.990991
O -1.432134 -1.697807 2.595339
C -1.279414 -1.709486 4.019454
C -1.393122 -0.245461 4.472522
C -2.858682 0.223525 4.656902
C -3.642431 -0.672901 5.579687
C -3.644542 -0.640824 6.948546
N -4.494653 -1.611367 7.458033
C -5.013688 -2.212808 6.413540
N -4.528858 -1.674670 5.228685
C -4.909783 -2.092664 3.870306
H -0.123542 2.245111 1.166684
H 0.955638 2.589880 2.533501
H -0.335928 3.729922 2.104574
H -2.056280 2.050022 2.729019
H -0.998022 2.455992 4.089954
H 0.404738 0.380679 3.457980
H -0.289049 -2.101117 4.277104
H -2.014932 -2.362362 4.495527
H -0.857209 -0.095960 5.415999
H -2.859210 1.234263 5.078251
H -3.369008 0.273776 3.689716
H -3.057633 0.043035 7.554736
H -5.730564 -3.026628 6.469317
H -5.717535 -2.829800 3.911068
H -5.260930 -1.232806 3.291962
H -4.058410 -2.544606 3.353433
C 4.974132 -1.482180 -5.543997
N 4.927967 -1.603436 -4.086473
C 4.106168 -0.987026 -3.228565
O 4.274961 -1.179183 -2.030946
C 2.963142 -0.073974 -3.737473
C 2.094537 0.509268 -2.598271
C 1.203843 1.696187 -3.012577
C 0.171750 1.983900 -1.924459
C 2.028859 2.970227 -3.211546
N 2.083000 -0.750655 -4.702269
C 1.804717 -0.308518 -5.927787
C 0.813373 -1.125535 -6.721531
O 2.313639 0.689550 -6.419330
H 4.218309 -2.126960 -5.994430
H 4.794111 -0.449795 -5.851863
H 5.956520 -1.786028 -5.908817
H 5.626472 -2.180426 -3.643492
H 3.463358 0.755779 -4.236324
H 2.740659 0.845044 -1.785956
H 1.466079 -0.291014 -2.204478
H 0.668439 1.462841 -3.932571
H -0.426706 1.093218 -1.730251
H 0.680718 2.275385 -1.007163
H -0.489414 2.788646 -2.244249
H 1.367249 3.797705 -3.466258
H 2.575395 3.212437 -2.300474
H 2.731761 2.834167 -4.032419
H 1.617090 -1.586984 -4.390129
H -0.119527 -1.198014 -6.165654
H 1.221051 -2.119200 -6.895700
H 0.631378 -0.631130 -7.674718

Forces on atoms 1 to 2 (eV/Å):
C -0.141 0.015 -0.048
C 0.377 -0.337 -0.501

Energy above the lowest of the compared OMol25 structures with the same formula, charge and spin ... 0.00 kJ/mol

What are the Löwdin partial charges on each atom? They are as follows, in elementary charge units: -0.093, -0.201, -0.187, -0.418, 0.105, 0.047, -0.113, -0.232, -0.081, -0.250, -0.108, 0.046, -0.171, -0.084, -0.005, 0.049, 0.079, 0.075, 0.118, 0.115, 0.162, 0.135, 0.122, 0.153, 0.124, 0.122, 0.107, 0.120, 0.091, 0.093, 0.081, -0.060, 0.026, -0.450, 0.044, -0.190, -0.118, -0.424, -0.080, -0.071, 0.105, -0.577, 0.004, 0.038, 0.077, 0.083, 0.085, 0.141, 0.139, 0.123, 0.122, 0.127, 0.075, 0.069, 0.080, 0.078, 0.083, 0.070, 0.156, 0.082, 0.080, 0.086